1.
A structure of composition C17H28N4Pd. Source: OMol25; level of theory: ωB97M-V/def2-TZVPD.

ORCA input file:
```
! wB97M-V def2-TZVPD RIJCOSX def2/J DEFGRID3
* xyz 2 3
Pd 0.215 1.099 -0.120
N 1.112 -1.035 -0.014
N 0.265 -0.954 -1.066
N 0.516 -2.989 -0.444
N 1.258 -2.243 0.375
C -0.100 -2.198 -1.316
C 1.258 2.377 2.860
C -0.737 3.373 -0.278
C -1.830 2.477 -0.213
C -0.901 1.484 1.850
C 0.310 3.286 0.692
C -3.169 0.714 1.004
C -0.957 0.453 2.938
C 1.529 4.153 0.560
C 0.203 2.386 1.786
C 3.018 -4.575 -1.024
C -2.878 2.484 -1.288
C -0.668 4.416 -1.354
C 0.574 -4.482 -0.373
C 1.237 -4.825 -2.794
C -1.948 1.575 0.880
C 1.607 -5.057 -1.335
H 1.359 -3.776 -3.082
H 3.297 -4.760 0.013
H -0.166 5.308 -0.988
H -1.531 -0.421 2.641
H 1.551 -6.133 -1.140
H 1.733 4.418 -0.473
H -4.050 1.259 0.670
H 0.217 -5.136 -3.023
H -3.340 0.405 2.029
H 3.123 -3.505 -1.218
H 2.110 1.746 2.595
H -0.116 4.063 -2.228
H -3.318 1.499 -1.422
H 0.810 -4.692 0.669
H 1.632 3.384 3.031
H -2.472 2.806 -2.242
H -0.761 -2.542 -2.092
H -3.686 3.171 -1.021
H -3.094 -0.185 0.386
H 2.411 3.666 0.969
H 1.378 5.081 1.119
H -1.432 0.879 3.827
H -0.441 -4.818 -0.582
H -1.663 4.701 -1.682
H 0.856 2.016 3.802
H 3.740 -5.080 -1.663
H 0.038 0.121 3.222
H 1.901 -5.392 -3.445
*
```

## Properties
LUMO level (spin up / spin down) (hartree): -0.2266 / -0.3412
Orbital gap (spin up / spin down) (eV): 9.676 / 7.639
Calculated total energy (Ha): -1010.85428
E_HOMO (spin up / spin down) (eV): -15.842 / -16.924
<S²>: 2.0069

From a Löwdin analysis of the wavefunction, the atomic charges in e read: atom 1 (Pd): 1.0222, atom 2 (N): -0.0874, atom 3 (N): -0.0344, atom 4 (N): -0.0629, atom 5 (N): 0.1144, atom 6 (C): -0.0945, atom 7 (C): -0.0006, atom 8 (C): -0.1744, atom 9 (C): -0.1920, atom 10 (C): -0.2165, atom 11 (C): -0.2125, atom 12 (C): -0.0002, atom 13 (C): -0.0100, atom 14 (C): -0.0062, atom 15 (C): -0.2164, atom 16 (C): -0.0635, atom 17 (C): -0.0062, atom 18 (C): 0.0015, atom 19 (C): -0.0694, atom 20 (C): -0.0671, atom 21 (C): -0.1784, atom 22 (C): -0.4096, atom 23 (H): 0.0746, atom 24 (H): 0.0876, atom 25 (H): 0.0994, atom 26 (H): 0.0888, atom 27 (H): 0.1505, atom 28 (H): 0.0933, atom 29 (H): 0.1034, atom 30 (H): 0.0861, atom 31 (H): 0.0929, atom 32 (H): 0.0731, atom 33 (H): 0.1174, atom 34 (H): 0.1220, atom 35 (H): 0.0921, atom 36 (H): 0.1358, atom 37 (H): 0.1006, atom 38 (H): 0.0942, atom 39 (H): 0.1523, atom 40 (H): 0.1274, atom 41 (H): 0.1134, atom 42 (H): 0.0951, atom 43 (H): 0.1287, atom 44 (H): 0.1274, atom 45 (H): 0.1365, atom 46 (H): 0.0968, atom 47 (H): 0.0937, atom 48 (H): 0.0929, atom 49 (H): 0.0940, atom 50 (H): 0.0943

---

2.
A structure of composition C17H28NO2P2TeW. Source: OMol25; level of theory: ωB97M-V/def2-TZVPD.

ORCA input file:
```
! wB97M-V def2-TZVPD RIJCOSX def2/J DEFGRID3
* xyz 3 3
W 0.724 0.455 0.285
Te 0.846 -0.336 2.674
P 2.587 -0.605 -0.451
P -1.355 -0.175 -0.360
O -0.135 -2.872 -1.598
O -1.620 -1.929 -3.299
N 0.699 1.172 -1.753
C -0.409 1.135 -2.558
C -0.673 1.702 4.487
C 1.915 1.418 -2.278
C 0.860 2.283 -4.253
C -0.748 0.391 4.001
C 2.017 2.048 -3.509
C -0.358 1.824 -3.778
C -2.212 -1.714 -0.067
C -1.738 -0.499 4.425
C -2.314 1.044 0.598
C -1.614 2.119 5.444
C -1.506 0.270 -2.114
C 3.056 0.919 -1.422
C -2.672 -0.067 5.383
C 2.720 -1.913 -1.681
C -2.600 1.235 5.893
C 3.992 -0.908 0.636
H -1.487 -0.848 -2.825
H -1.570 3.139 5.837
H -2.287 0.788 1.667
H -2.502 0.677 -2.345
H 1.855 -1.894 -2.351
H 3.900 0.599 -2.052
H -1.292 1.957 -4.320
H -0.700 -2.588 -2.494
H -1.762 -1.513 4.022
H 0.001 -3.828 -1.596
H 3.802 -1.827 1.201
H 2.693 -2.871 -1.150
H 3.434 1.706 -0.748
H 4.897 -1.034 0.028
H -3.172 -1.672 -0.598
H -2.363 -1.833 1.011
H 4.140 -0.087 1.344
H -1.553 -2.505 -0.482
H -3.451 -0.749 5.728
H -1.571 -1.832 -4.265
H -1.936 2.068 0.468
H 3.659 -1.804 -2.239
H 0.919 2.802 -5.210
H 0.111 2.363 4.127
H 3.011 2.305 -3.865
H 0.436 -1.076 -0.482
H -3.353 1.000 0.235
H -3.320 1.562 6.651
*
```

## Properties
LUMO level (spin up / spin down) (hartree): -0.4396 / -0.4678
Orbital gap (spin up / spin down) (eV): 5.317 / 4.539
Calculated total energy (Ha): -1886.44595
E_HOMO (spin up / spin down) (eV): -17.279 / -17.267
<S²>: 2.2174

From a Löwdin analysis of the wavefunction, the atomic charges in e read: atom 1 (W): 0.6356, atom 2 (Te): 1.1687, atom 3 (P): 0.6921, atom 4 (P): 0.7039, atom 5 (O): -0.1963, atom 6 (O): -0.0267, atom 7 (N): -0.0710, atom 8 (C): -0.2731, atom 9 (C): -0.1361, atom 10 (C): -0.2813, atom 11 (C): 0.0487, atom 12 (C): -0.5502, atom 13 (C): 0.0593, atom 14 (C): 0.0598, atom 15 (C): -0.1798, atom 16 (C): -0.1426, atom 17 (C): -0.1901, atom 18 (C): -0.0359, atom 19 (C): -0.1633, atom 20 (C): -0.2157, atom 21 (C): -0.0332, atom 22 (C): -0.1975, atom 23 (C): -0.0278, atom 24 (C): -0.2139, atom 25 (H): 0.0425, atom 26 (H): 0.1306, atom 27 (H): 0.0466, atom 28 (H): 0.1468, atom 29 (H): 0.0454, atom 30 (H): 0.1258, atom 31 (H): 0.1506, atom 32 (H): 0.0308, atom 33 (H): 0.1021, atom 34 (H): 0.0752, atom 35 (H): 0.0744, atom 36 (H): 0.0816, atom 37 (H): 0.1225, atom 38 (H): 0.0888, atom 39 (H): 0.0959, atom 40 (H): 0.0741, atom 41 (H): 0.0632, atom 42 (H): 0.0382, atom 43 (H): 0.1297, atom 44 (H): 0.1135, atom 45 (H): 0.0691, atom 46 (H): 0.0869, atom 47 (H): 0.1519, atom 48 (H): 0.0981, atom 49 (H): 0.1504, atom 50 (H): 0.0070, atom 51 (H): 0.0908, atom 52 (H): 0.1337

---

3.
A structure of composition C17H28O3PPd. Source: OMol25; level of theory: ωB97M-V/def2-TZVPD.

ORCA input file:
```
! wB97M-V def2-TZVPD RIJCOSX def2/J DEFGRID3
* xyz 1 5
Pd 0.070 0.092 0.280
P 0.217 -2.994 0.639
O -0.350 -2.611 2.156
O 0.943 -3.519 -0.805
O 0.317 -4.668 0.978
C -0.987 4.042 -2.242
C -0.226 -3.886 -1.561
C 0.122 1.168 2.463
C -0.773 1.944 1.667
C -0.451 3.512 -3.504
C 1.880 1.186 -0.960
C -0.100 -5.306 2.106
C 1.623 -1.074 -1.282
C 2.454 0.511 0.165
C -2.435 3.962 -1.991
C -1.731 -0.129 2.006
C -0.482 -0.105 2.674
C -1.924 1.143 1.387
C 2.293 -0.891 -0.033
C -0.180 4.995 -1.467
C 1.365 0.197 -1.853
C 0.977 -2.738 2.919
H -2.992 4.764 -2.516
H -0.498 5.059 -0.414
H 1.383 -2.022 -1.732
H 0.891 0.383 -2.812
H -1.017 -4.852 2.473
H 1.068 1.500 2.879
H -0.771 -4.752 -1.195
H 0.704 -5.338 2.834
H -0.632 2.984 1.375
H -2.871 3.013 -2.343
H 2.664 -1.677 0.623
H 1.623 -3.559 2.610
H 2.965 0.983 0.998
H 0.629 3.301 -3.448
H -2.803 1.469 0.834
H -0.957 2.586 -3.821
H -0.901 -3.024 -1.610
H 0.156 -4.069 -2.552
H -0.286 -6.332 1.815
H -0.577 4.228 -4.341
H 1.884 2.261 -1.132
H -0.254 6.025 -1.870
H -0.074 -0.890 3.286
H -2.437 -0.954 2.005
H 0.893 4.744 -1.477
H 1.575 -1.865 2.757
H -2.685 4.069 -0.924
H 0.695 -2.867 3.953
*
```

## Properties
LUMO level (spin up / spin down) (hartree): -0.1640 / -0.2212
Orbital gap (spin up / spin down) (eV): 4.796 / 5.627
Calculated total energy (Ha): -1358.96028
E_HOMO (spin up / spin down) (eV): -9.258 / -11.646
<S²>: 6.0286

From a Löwdin analysis of the wavefunction, the atomic charges in e read: atom 1 (Pd): 0.8021, atom 2 (P): 1.0705, atom 3 (O): -0.4293, atom 4 (O): -0.4521, atom 5 (O): -0.2922, atom 6 (C): -0.4144, atom 7 (C): -0.1558, atom 8 (C): -0.1076, atom 9 (C): -0.1063, atom 10 (C): -0.0996, atom 11 (C): -0.0990, atom 12 (C): -0.1451, atom 13 (C): -0.1290, atom 14 (C): -0.1154, atom 15 (C): -0.0968, atom 16 (C): -0.0986, atom 17 (C): -0.1403, atom 18 (C): -0.1070, atom 19 (C): -0.1508, atom 20 (C): -0.0991, atom 21 (C): -0.0970, atom 22 (C): -0.1062, atom 23 (H): 0.0944, atom 24 (H): 0.0698, atom 25 (H): 0.0842, atom 26 (H): 0.1093, atom 27 (H): 0.1002, atom 28 (H): 0.1159, atom 29 (H): 0.0864, atom 30 (H): 0.0920, atom 31 (H): 0.1098, atom 32 (H): 0.0777, atom 33 (H): 0.1034, atom 34 (H): 0.0795, atom 35 (H): 0.1153, atom 36 (H): 0.0694, atom 37 (H): 0.1094, atom 38 (H): 0.0767, atom 39 (H): 0.0695, atom 40 (H): 0.0992, atom 41 (H): 0.1054, atom 42 (H): 0.0951, atom 43 (H): 0.1074, atom 44 (H): 0.0959, atom 45 (H): 0.0750, atom 46 (H): 0.1180, atom 47 (H): 0.0699, atom 48 (H): 0.0584, atom 49 (H): 0.0711, atom 50 (H): 0.1106